A 2-piece molecular cluster, C6H15O2 overall at a distorted geometry. Source: the OMol25 dataset; level of theory: ωB97M-V/def2-TZVPD.

Structure (ORCA input):
```
! RIJCOSX wB97M-V def2-TZVPD def2/J DEFGRID3
* xyz -1 1
C 2.29317 -1.19186 -1.29780
O 2.43775 0.00000 -1.80818
C 1.56387 -1.07616 0.07694
C 0.04705 -0.66827 0.10452
C -0.20122 0.78511 -0.36657
C -1.49145 0.86026 -1.19308
C -0.43988 1.77938 0.66397
H 3.29559 -1.61214 -1.09519
H 1.83018 -1.73287 -2.13756
H 1.62345 -2.00408 0.50076
H 2.12483 -0.31533 0.65068
H -0.44230 -0.98744 1.05031
H -0.48039 -1.23398 -0.74519
H 0.75590 0.98090 -0.96133
H -2.34034 0.32504 -0.64171
H -1.28090 0.30816 -2.15885
H -1.74122 1.87966 -1.53638
H -0.35210 2.73460 0.23336
H 0.41088 1.76039 1.41182
H -1.42463 1.73289 1.24026
H -2.01162 -0.04327 2.40373
H -1.76066 -1.48586 2.81347
O -2.41595 -0.79511 2.79204
*
```

Properties
Kohn-Sham gap, eV: 5.689
ΔE to the lowest compared entry with this formula, charge and spin, kJ/mol: 187.8

Löwdin population analysis, charges in e, atoms 1 to 5:
1. C -0.5677
2. O -0.3614
3. C -0.1975
4. C -0.1723
5. C -0.4833